Molecular formula: C18H24N4O2S
Method: DFT, the ωB97M-V functional and the def2-TZVPD basis

As for the HOMO energy: -8.5 eV. For the lowest unoccupied orbital energy, the calculation gives 0.0843 eV. As for the SMILES: CCC(CC)C(=O)Nc1sc(-c2nnc(CC(C)C)o2)c(C)c1C#N. Its energy above the lowest of the compared OMol25 structures with the same formula, charge and spin is 186.20 kJ/mol. As for the total charge: 0. The orbital gap comes out at 8.551 eV.

Structure (XYZ):
```
49
C18H24N4O2S the ωB97M-V functional and the def2-TZVPD basis
C 3.506 4.711 -0.346
C 3.310 4.930 -1.864
C 2.754 3.751 -2.672
C 3.965 2.891 -3.275
C 5.021 2.340 -2.290
C 1.656 2.923 -1.928
O 0.656 3.489 -1.532
N 1.783 1.547 -1.938
C 0.884 0.629 -1.396
S -0.621 0.917 -0.562
C -0.888 -0.810 -0.402
C -2.144 -1.210 0.246
N -3.031 -0.329 0.619
N -3.971 -0.968 1.377
C -3.568 -2.210 1.403
C -4.294 -3.337 2.125
C -4.855 -2.979 3.498
C -3.672 -2.779 4.508
C -5.806 -4.077 3.966
O -2.427 -2.397 0.726
C 0.149 -1.586 -0.850
C 0.226 -3.129 -0.801
C 1.185 -0.717 -1.447
C 2.379 -1.175 -2.081
N 3.455 -1.390 -2.540
H 2.524 4.477 0.127
H 4.205 3.929 -0.126
H 3.850 5.664 0.147
H 4.237 5.237 -2.303
H 2.619 5.777 -1.988
H 2.220 4.180 -3.537
H 4.480 3.517 -4.025
H 3.501 2.035 -3.776
H 5.656 1.603 -2.777
H 5.659 3.158 -1.907
H 4.499 1.818 -1.464
H 2.626 1.167 -2.298
H -5.077 -3.684 1.477
H -3.607 -4.159 2.217
H -5.441 -2.074 3.371
H -2.891 -3.547 4.436
H -3.233 -1.778 4.368
H -4.016 -2.777 5.559
H -5.283 -5.033 4.048
H -6.223 -3.856 4.972
H -6.674 -4.210 3.266
H -0.339 -3.517 0.022
H -0.171 -3.539 -1.715
H 1.229 -3.423 -0.637
```

=====

Molecular formula: H27O14
Method: DFT, the ωB97M-V functional and the def2-TZVPD basis

As for the HOMO energy: -6.7 eV. For the lowest unoccupied orbital energy, the calculation gives 1.9677 eV. Its energy above the lowest of the compared OMol25 structures with the same formula, charge and spin is 461.08 kJ/mol. As for the total charge: -1. The orbital gap comes out at 8.672 eV.

Structure (XYZ):
```
41
H27O14 the ωB97M-V functional and the def2-TZVPD basis
O 0.735 -3.707 3.166
H 0.805 -2.797 3.351
O 1.343 -2.195 0.679
H 1.524 -2.604 -0.106
H 0.839 -1.332 0.461
O -1.072 1.749 -0.864
H -1.148 -0.704 0.821
H -1.341 0.627 -2.317
O -0.889 -0.088 -2.736
H 1.411 1.340 -4.600
H -0.217 0.543 -3.035
O -3.198 -2.753 2.155
H 1.260 -1.377 -2.757
H -4.215 -2.479 2.203
O 1.827 0.541 2.751
H 1.407 1.165 2.009
H 2.089 -0.208 2.015
O 2.322 1.847 -1.005
H 1.766 2.112 -1.696
H 2.502 0.862 -1.165
O -0.434 -0.400 0.212
H -0.703 0.739 -0.258
H -2.758 -2.305 1.343
O 1.534 1.277 -3.632
H 2.239 0.476 -3.646
H -0.434 2.195 -1.288
O -3.065 3.609 -0.308
H -2.875 2.680 -0.326
H -2.644 4.198 0.318
O -4.621 1.019 0.475
H -3.976 1.769 0.294
H -4.379 0.442 -0.386
O 1.338 -1.095 -1.845
H 0.443 -0.782 -1.597
H 0.095 -3.984 2.595
O 0.474 2.463 1.479
H -0.192 2.139 0.828
H 1.193 2.766 1.110
O 3.988 -2.647 2.029
H 4.044 -2.229 1.199
H 2.986 -2.872 2.073
```

=====

Molecular formula: C7H14NO
Method: DFT, the ωB97M-V functional and the def2-TZVPD basis

As for the HOMO energy (alpha / beta): -12.3 / -12.3 eV. For the lowest unoccupied orbital energy (alpha / beta), the calculation gives -4.2197 / -4.2226 eV. Its energy above the lowest of the compared OMol25 structures with the same formula, charge and spin is 590.58 kJ/mol. As for the total charge: +1. The orbital gap (alpha / beta) comes out at 8.070 / 8.064 eV.

Structure (XYZ):
```
23
C7H14NO the ωB97M-V functional and the def2-TZVPD basis
C 1.260 -1.360 1.231
C 0.676 1.584 -0.949
C 0.084 1.988 0.338
C -0.009 0.629 -0.017
C 2.574 -0.853 1.255
C -1.137 -0.697 -1.699
C -1.989 -0.609 0.607
N -1.306 0.036 -0.513
O 0.598 -2.331 1.452
H 0.114 2.014 -1.762
H 1.645 1.345 -1.209
H 0.809 2.173 1.156
H -0.832 2.639 0.172
H 2.820 0.007 1.896
H 2.796 -0.687 0.232
H 3.350 -1.581 1.501
H -0.664 -0.080 -2.438
H -0.540 -1.619 -1.403
H -2.074 -0.961 -2.030
H -1.946 0.069 1.399
H -2.979 -1.053 0.460
H -1.407 -1.586 0.896
H -1.843 0.933 -0.577
```

=====

Molecular formula: C4H13N3O
Method: DFT, the ωB97M-V functional and the def2-TZVPD basis

As for the HOMO energy: -6.8 eV. For the lowest unoccupied orbital energy, the calculation gives 0.6666 eV. Its energy above the lowest of the compared OMol25 structures with the same formula, charge and spin is 480.28 kJ/mol. As for the total charge: 0. The orbital gap comes out at 7.440 eV.

Structure (XYZ):
```
21
C4H13N3O the ωB97M-V functional and the def2-TZVPD basis
C -0.358 0.259 -0.307
C 1.223 -0.999 0.549
C -0.638 0.144 1.082
C 0.098 1.567 -0.878
N -0.988 -0.574 -1.186
N -2.328 1.016 1.132
N 2.350 -0.404 -0.071
O 0.996 -2.310 0.006
H 0.372 -2.778 0.573
H 1.438 -1.118 1.617
H -0.754 -0.503 -2.164
H -1.228 -1.500 -0.860
H -2.924 0.669 0.380
H -2.229 2.016 0.959
H 2.216 -0.364 -1.076
H 3.209 -0.924 0.103
H -0.140 0.827 1.750
H -1.029 -0.786 1.469
H -0.109 1.673 -1.944
H 1.178 1.681 -0.767
H -0.355 2.410 -0.363
```

=====

Molecular formula: C4H7N3
Method: DFT, the ωB97M-V functional and the def2-TZVPD basis

As for the HOMO energy: -9.7 eV. For the lowest unoccupied orbital energy, the calculation gives 0.2656 eV. As for the SMILES: [H]/N=C(\C#N)NCC. Its energy above the lowest of the compared OMol25 structures with the same formula, charge and spin is 95.15 kJ/mol. As for the total charge: 0. The orbital gap comes out at 10.013 eV.

Structure (XYZ):
```
14
C4H7N3 the ωB97M-V functional and the def2-TZVPD basis
H -1.951 2.572 -0.979
N -1.523 2.282 -0.099
C -0.930 1.161 -0.226
C -0.948 0.443 -1.518
N -1.108 -0.139 -2.509
N -0.345 0.526 0.863
C 0.941 -0.152 0.789
C 0.972 -1.529 0.126
H -1.007 0.186 1.560
H 1.640 0.529 0.291
H 1.296 -0.230 1.822
H 0.654 -1.485 -0.920
H 0.318 -2.232 0.656
H 1.992 -1.932 0.144
```

=====

Molecular formula: C15H33BrN2O10P3S
Method: DFT, the ωB97M-V functional and the def2-TZVPD basis

As for the HOMO energy: -12.2 eV. For the lowest unoccupied orbital energy, the calculation gives -4.7540 eV. As for the total charge: +1. The orbital gap comes out at 7.435 eV.

Structure (XYZ):
```
65
C15H33BrN2O10P3S the ωB97M-V functional and the def2-TZVPD basis
C -0.195 3.107 3.100
C -0.801 3.464 1.732
O -0.142 2.748 0.696
C -0.713 1.498 0.457
C -0.272 0.969 -0.913
N -0.059 -0.485 -0.904
N -1.064 -1.200 -1.373
C -0.919 -2.490 -1.343
C 0.181 -3.233 -0.907
P 0.138 -5.100 -0.981
O 0.701 -5.583 0.477
Br 1.786 -5.582 -2.401
C 1.250 -2.459 -0.407
S 2.682 -3.254 0.169
C 1.038 -1.054 -0.426
C 2.090 -0.118 0.118
H -0.078 2.025 3.143
H -0.830 3.432 3.920
H 0.780 3.589 3.143
H -0.700 4.534 1.557
H -1.876 3.257 1.757
H -1.806 1.575 0.446
H -0.488 0.792 1.274
H -1.105 1.129 -1.599
H 0.570 1.507 -1.338
H -1.771 -3.056 -1.707
H 0.367 -4.978 1.154
H 3.274 -2.403 1.025
H 1.742 0.387 1.017
H 2.299 0.614 -0.663
H 3.025 -0.624 0.307
C -1.258 -0.253 -4.857
O -0.947 1.107 -5.153
P -2.200 2.166 -5.084
O -2.672 1.999 -3.684
O -3.105 1.356 -6.176
C -2.567 1.077 -7.478
O -2.782 3.617 -5.523
C -4.126 3.911 -5.117
H -0.637 -0.550 -4.012
H -2.304 -0.406 -4.607
H -1.004 -0.869 -5.720
H -2.761 0.032 -7.712
H -1.491 1.247 -7.523
H -3.062 1.708 -8.215
H -4.145 4.216 -4.074
H -4.780 3.055 -5.273
H -4.461 4.741 -5.736
C 2.473 0.476 6.769
O 2.958 0.280 5.428
P 2.037 -0.616 4.434
O 0.742 0.103 4.423
O 2.043 -1.938 5.389
C 3.295 -2.511 5.804
O 1.941 -1.520 3.047
C 0.681 -2.138 2.814
H 2.386 1.547 6.933
H 1.512 0.001 6.940
H 3.206 0.064 7.463
H 3.245 -2.702 6.874
H 4.135 -1.843 5.612
H 3.453 -3.452 5.278
H -0.026 -1.412 2.410
H 0.277 -2.584 3.721
H 0.839 -2.919 2.074
```

=====

E_tot readings, ordered: -1467.9737; -1069.5114; -404.6725; -399.5644; -320.8471; -5449.2710 Ha
F_max readings, ordered: 4.05; 7.73; 5.45; 5.31; 1.36; 6.30 eV/A